This record from the OMol25 dataset describes an isolated molecule of C3N3PS4 at a distorted geometry. The level of theory is ωB97M-V/def2-TZVPD.

Cartesian coordinates (Å):
N -1.999 1.634 -2.583
C -2.065 1.383 -1.444
S -1.949 1.153 0.226
P -0.380 -0.190 0.079
S -1.175 -1.908 -0.408
S 0.716 -0.080 1.961
C 1.220 -1.654 2.030
N 1.675 -2.677 1.827
S 1.379 1.102 -1.206
C 0.948 2.552 -0.514
N 0.715 3.595 -0.012

HOMO = -10.23 eV
structure (SMILES) = N#CSP(=S)(SC#N)SC#N
relative energy (zero: lowest compared OMol25 entry of this formula, charge and spin) = 149.9 kJ/mol
net charge = 0
multiplicity = 1

=====

This record from the OMol25 dataset describes an isolated molecule of C5H10IN at a distorted geometry. The level of theory is ωB97M-V/def2-TZVPD.

Cartesian coordinates (Å):
C -0.741 -0.006 -2.371
C 0.114 0.062 -1.127
C 1.664 -0.072 -1.132
N -0.662 0.192 -0.135
C -0.105 0.189 1.397
C -1.045 -0.139 2.568
I 1.062 2.030 1.942
H -1.792 -0.256 -2.018
H -0.393 -0.726 -3.123
H -0.934 0.849 -3.017
H 1.708 -1.046 -0.485
H 2.079 -0.151 -2.105
H 2.165 0.619 -0.519
H 0.638 -0.588 1.418
H -0.457 -0.708 3.392
H -1.770 -0.892 2.242
H -1.531 0.643 3.073

HOMO = -9.10 eV
structure (SMILES) = CC(C)=N[C@H](C)I
relative energy (zero: lowest compared OMol25 entry of this formula, charge and spin) = 41.7 kJ/mol
net charge = 0
multiplicity = 1

=====

This record from the OMol25 dataset describes a structure of composition C30H45F5P2SSc at a distorted geometry. The level of theory is ωB97M-V/def2-TZVPD.

Cartesian coordinates (Å):
Sc -1.270 0.303 -2.445
C -2.360 1.870 -0.163
C -2.920 1.002 -1.157
C -2.229 -0.285 0.626
C -2.016 1.071 0.947
C -2.806 -0.357 -0.676
C -2.175 3.330 -0.292
H -2.040 3.621 -1.341
H -1.286 3.665 0.265
H -3.044 3.877 0.102
C -1.545 1.553 2.263
H -1.441 2.643 2.291
H -0.574 1.094 2.510
H -2.244 1.266 3.064
C -1.987 -1.420 1.540
H -2.724 -1.436 2.360
H -0.989 -1.353 2.000
H -2.055 -2.371 1.004
C -3.233 -1.591 -1.383
H -4.192 -1.443 -1.900
H -3.350 -2.411 -0.661
H -2.498 -1.951 -2.136
C -3.458 1.415 -2.486
H -4.514 1.709 -2.344
H -3.485 0.590 -3.236
H -2.945 2.286 -2.939
C 0.799 0.759 -2.387
C 0.089 1.843 -2.944
C -0.266 1.981 -4.420
C -1.190 0.951 -5.128
C -1.533 -0.351 -4.407
C -0.577 -1.181 -3.812
C 0.906 -1.103 -4.143
C 1.686 -0.133 -3.229
H 0.659 2.069 -5.007
H -0.727 0.696 -6.097
H -0.768 2.955 -4.512
H 2.345 0.490 -3.859
H 1.000 0.776 -1.296
H 0.055 2.812 -2.408
H 2.373 -0.705 -2.591
H 1.332 -2.117 -4.072
H -0.901 -2.119 -3.327
H 1.038 -0.837 -5.205
H -2.137 1.463 -5.376
H -2.523 -0.748 -4.701
P 2.054 2.426 0.842
C 1.756 3.361 2.397
H 2.549 4.105 2.546
H 1.720 2.669 3.250
H 0.786 3.868 2.321
C 3.737 1.790 1.216
H 4.436 2.627 1.339
H 4.055 1.166 0.371
H 3.704 1.163 2.117
C 2.513 3.823 -0.258
H 2.714 3.426 -1.261
H 3.405 4.333 0.130
H 1.673 4.525 -0.325
P 1.387 -3.268 -0.161
C 0.338 -4.660 -0.731
H 0.951 -5.540 -0.959
H -0.218 -4.342 -1.622
H -0.391 -4.896 0.053
C 2.859 -3.666 -1.189
H 2.575 -3.633 -2.250
H 3.281 -4.647 -0.938
H 3.602 -2.874 -1.023
C 1.900 -3.900 1.485
H 2.471 -4.826 1.409
H 1.007 -4.039 2.102
H 2.487 -3.109 1.965
F -0.559 -1.274 8.440
C -0.112 -1.058 7.192
C 0.568 0.120 6.871
F 0.774 1.054 7.829
C 1.029 0.327 5.586
F 1.650 1.496 5.287
C 0.855 -0.628 4.545
S 1.442 -0.391 2.980
C 0.145 -1.797 4.913
F -0.107 -2.732 3.953
C -0.327 -2.022 6.195
F -0.989 -3.159 6.492

HOMO (spin up / spin down) = -9.11 / -8.53 eV
relative energy (zero: lowest compared OMol25 entry of this formula, charge and spin) = 753.6 kJ/mol
net charge = +1
multiplicity = 1

=====

This record from the OMol25 dataset describes an isolated molecule of C6H16N2 at a distorted geometry. The level of theory is ωB97M-V/def2-TZVPD.

Cartesian coordinates (Å):
C -1.604 0.335 1.734
C -1.373 -0.582 0.541
C -2.675 -0.803 -0.216
C -0.216 0.083 -0.505
N -0.254 -0.603 -1.760
C 1.071 -0.021 0.250
C 2.286 0.643 -0.662
N 3.336 1.096 0.229
H -2.453 -0.007 2.329
H -0.742 0.369 2.398
H -1.825 1.347 1.394
H -1.017 -1.555 0.899
H -2.512 -1.461 -1.067
H -3.067 0.149 -0.575
H -3.432 -1.270 0.416
H -0.484 1.128 -0.681
H 0.151 -0.060 -2.510
H 0.041 -1.569 -1.683
H 1.063 0.573 1.159
H 1.338 -1.055 0.472
H 1.925 1.505 -1.228
H 2.619 -0.119 -1.386
H 3.744 0.314 0.730
H 4.080 1.564 -0.278

HOMO = -8.60 eV
structure (SMILES) = CC(C)[C@H](N)CCN
relative energy (zero: lowest compared OMol25 entry of this formula, charge and spin) = 74.8 kJ/mol
net charge = 0
multiplicity = 1

=====

This record from the OMol25 dataset describes a cluster of 2 separate species, C4H12 in total at a distorted geometry. The level of theory is ωB97M-V/def2-TZVPD.

Cartesian coordinates (Å):
C -1.750 -0.092 1.268
C -0.873 -1.370 1.131
H -2.732 -0.169 1.804
H -1.222 0.605 1.965
H -2.181 0.204 0.363
H 0.169 -1.273 1.617
H -1.575 -2.291 1.463
H -0.644 -1.414 0.018
C 0.812 1.183 -1.230
C 2.053 0.244 -1.138
H 0.989 2.249 -0.817
H 0.337 1.210 -2.172
H -0.158 0.959 -0.824
H 2.900 0.597 -1.666
H 1.838 -0.662 -1.722
H 2.037 0.020 -0.060

HOMO (spin up / spin down) = -16.71 / -15.12 eV
relative energy (zero: lowest compared OMol25 entry of this formula, charge and spin) = 156.7 kJ/mol
<S²> = 0.754
net charge = +1
multiplicity = 2

=====

This record from the OMol25 dataset describes a structure of composition C11H8Cl2O2 at a distorted geometry. The level of theory is ωB97M-V/def2-TZVPD.

Cartesian coordinates (Å):
C -1.607 0.517 -0.712
C -1.200 1.301 0.328
C -0.812 0.205 -1.769
C 0.738 -1.800 1.138
C 0.165 1.714 0.286
C 0.539 0.630 -1.780
C 1.426 -0.612 1.422
C 1.336 -2.258 0.012
C 1.037 1.381 -0.742
C 2.450 -0.601 0.498
C 3.383 0.496 0.172
O 2.300 -1.529 -0.436
O 2.323 1.771 -0.706
Cl 4.401 0.148 -1.169
Cl 4.115 1.363 1.363
H -2.703 0.183 -0.695
H -1.959 1.608 1.105
H -1.308 -0.357 -2.702
H -0.006 -2.109 1.875
H 0.665 2.268 1.070
H 1.140 0.334 -2.531
H 1.441 -0.018 2.281
H 0.939 -3.167 -0.452

HOMO = -8.71 eV
relative energy (zero: lowest compared OMol25 entry of this formula, charge and spin) = 145.6 kJ/mol
net charge = 0
multiplicity = 1

=====

This record from the OMol25 dataset describes a cluster of 2 separate species, C7H11F3NS in total at a distorted geometry. The level of theory is ωB97M-V/def2-TZVPD.

Cartesian coordinates (Å):
C -1.059 -0.281 -0.111
C 2.445 -0.154 -0.311
C 2.211 1.392 -0.272
C 1.719 -0.656 0.931
C 1.064 1.472 0.712
C -3.055 -2.228 -0.691
C -1.971 0.878 -0.210
N 0.513 0.189 1.126
F -3.129 0.627 -0.783
F -2.064 1.358 1.029
F -1.332 1.809 -0.976
S -1.279 -1.884 -0.228
H 1.922 -0.544 -1.180
H 3.324 -0.640 -0.245
H 3.007 1.933 0.192
H 1.955 1.906 -1.280
H 1.359 -1.769 0.855
H 2.356 -0.630 1.836
H 1.472 1.843 1.646
H 0.314 2.192 0.370
H -3.095 -1.862 -1.680
H -3.754 -1.590 -0.185
H -2.923 -3.359 -0.546

HOMO (spin up / spin down) = -14.01 / -14.02 eV
relative energy (zero: lowest compared OMol25 entry of this formula, charge and spin) = 200.3 kJ/mol
net charge = +1
multiplicity = 1

=====

This record from the OMol25 dataset describes an isolated molecule of C25H28N2O5S at a distorted geometry. The level of theory is ωB97M-V/def2-TZVPD.

Cartesian coordinates (Å):
C -5.447 2.363 -0.120
C -4.642 1.500 0.856
C -4.265 0.206 0.200
C -5.158 -0.863 0.229
C -4.878 -2.054 -0.416
C -3.690 -2.207 -1.113
C -2.788 -1.158 -1.149
C -3.081 0.030 -0.504
S -1.791 1.288 -0.590
O -2.346 2.606 -0.740
O -0.840 0.870 -1.584
C -0.951 1.201 1.063
C 0.298 1.961 0.915
C 0.662 3.237 1.253
C 1.969 3.417 0.751
C 2.298 2.251 0.110
C 3.581 1.804 -0.470
O 4.641 2.192 -0.005
N 3.522 0.918 -1.491
C 4.664 0.077 -1.763
C 4.263 -1.394 -1.446
N 2.893 -1.509 -0.998
C 2.592 -1.337 0.355
C 3.483 -0.785 1.271
C 3.157 -0.648 2.609
C 1.926 -1.066 3.067
C 1.034 -1.659 2.184
C 1.356 -1.816 0.847
O 0.524 -2.443 -0.054
C -0.520 -3.235 0.449
C 1.987 -0.935 -1.969
C 2.364 0.542 -2.265
O 1.280 1.368 0.220
H -6.298 1.811 -0.513
H -5.809 3.256 0.383
H -4.806 2.666 -0.944
H -5.246 1.293 1.743
H -3.756 2.058 1.151
H -6.088 -0.751 0.767
H -5.590 -2.866 -0.377
H -3.469 -3.132 -1.622
H -1.854 -1.231 -1.683
H -0.755 0.147 1.242
H -1.614 1.626 1.807
H 0.076 3.947 1.799
H 2.585 4.288 0.835
H 4.955 0.181 -2.813
H 5.488 0.422 -1.136
H 4.922 -1.830 -0.695
H 4.346 -1.998 -2.357
H 4.444 -0.427 0.941
H 3.868 -0.198 3.284
H 1.652 -0.950 4.104
H 0.086 -2.014 2.561
H -0.161 -3.935 1.211
H -0.901 -3.796 -0.403
H -1.336 -2.632 0.866
H 0.969 -0.977 -1.595
H 2.049 -1.534 -2.884
H 2.627 0.659 -3.323
H 1.520 1.193 -2.052

HOMO = -7.56 eV
structure (SMILES) = CCc1ccccc1S(=O)(=O)Cc1ccc(C(=O)N2CCN(c3ccccc3OC)CC2)o1
relative energy (zero: lowest compared OMol25 entry of this formula, charge and spin) = 90.7 kJ/mol
net charge = 0
multiplicity = 1

=====

This record from the OMol25 dataset describes an isolated molecule of C2H3NO4S at a distorted geometry. The level of theory is ωB97M-V/def2-TZVPD.

Cartesian coordinates (Å):
C -0.353 0.586 1.269
C -0.156 1.211 -0.067
O -0.886 1.881 -0.656
O 0.972 0.530 -0.810
S 0.769 -0.966 -1.109
O 1.518 -1.307 -2.203
N 0.236 -1.878 -0.044
O -0.789 -1.250 -1.101
H -1.286 1.047 1.870
H 0.606 0.631 1.764
H -0.631 -0.484 1.086

HOMO = -10.05 eV
structure (SMILES) = CC(=O)O[S@@]1(=O)=NO1
relative energy (zero: lowest compared OMol25 entry of this formula, charge and spin) = 410.0 kJ/mol
net charge = 0
multiplicity = 1

=====

This record from the OMol25 dataset describes a cluster of 2 separate species, CH6S in total. The level of theory is ωB97M-V/def2-TZVPD.

Cartesian coordinates (Å):
C 1.491 0.187 -0.008
H 1.291 0.643 -0.973
H 2.498 0.455 0.303
H 1.400 -0.895 -0.078
H 0.781 0.558 0.729
S -2.499 0.296 -0.110
H -2.861 -0.460 0.931
H -2.100 -0.784 -0.795

HOMO = -9.80 eV
structure (SMILES) = C.S
relative energy (zero: lowest compared OMol25 entry of this formula, charge and spin) = 0.7 kJ/mol
net charge = 0
multiplicity = 1

=====

This record from the OMol25 dataset describes a cluster of 3 separate species, C26H57BN5O8 in total at a distorted geometry. The level of theory is ωB97M-V/def2-TZVPD.

Cartesian coordinates (Å):
C 1.874 -4.649 4.314
O 2.207 -4.092 2.993
C 1.428 -2.864 2.910
C 1.333 -2.487 1.351
C -0.020 -1.668 1.062
C 0.322 -0.137 0.621
C -0.214 0.899 1.733
C -0.713 2.225 0.982
C -2.333 2.373 1.016
C -2.786 3.334 2.244
N -3.145 2.548 3.447
N -2.126 2.327 4.329
C -2.699 1.570 5.400
B -1.976 0.989 6.735
O -2.699 0.154 7.632
O -0.603 1.295 6.985
N -4.104 1.327 5.238
C -4.326 1.959 3.953
N -5.516 1.960 3.358
C -5.890 2.520 2.042
C -7.486 2.484 1.773
C -8.129 1.034 1.981
C -8.830 0.420 0.682
N -7.779 -0.332 -0.081
C -8.069 -0.185 -1.546
C -7.683 -1.717 0.338
C -7.210 -2.827 -0.711
O -7.911 -2.120 1.507
H 2.709 -5.347 4.635
H 1.766 -3.740 5.006
H 0.916 -5.254 4.238
H 0.399 -2.948 3.386
H 2.058 -2.048 3.418
H 2.285 -1.898 1.113
H 1.361 -3.400 0.667
H -0.720 -1.598 1.963
H -0.617 -2.141 0.203
H -0.228 0.032 -0.374
H 1.452 0.005 0.478
H -1.072 0.480 2.362
H 0.639 1.104 2.477
H -0.182 3.114 1.452
H -0.413 2.229 -0.126
H -2.596 2.872 0.017
H -2.740 1.319 1.111
H -1.837 3.926 2.509
H -3.548 4.114 1.928
H -1.152 2.641 4.231
H -2.753 -0.762 7.281
H -0.119 1.339 6.132
H -6.279 1.506 3.889
H -5.598 3.620 1.909
H -5.437 1.883 1.200
H -7.964 3.269 2.462
H -7.719 2.844 0.710
H -7.349 0.258 2.316
H -8.895 1.119 2.833
H -9.605 -0.346 1.042
H -9.398 1.172 0.051
H -8.909 -0.913 -1.806
H -8.332 0.895 -1.824
H -7.094 -0.428 -2.098
H -6.492 -2.372 -1.474
H -8.099 -3.301 -1.235
H -6.645 -3.641 -0.163
C 6.607 -1.388 -2.456
O 6.214 -0.032 -2.630
C 4.834 0.093 -2.960
C 4.008 0.502 -1.747
O 3.987 -0.528 -0.761
C 4.882 -0.267 0.311
H 7.590 -1.398 -1.983
H 5.909 -1.937 -1.821
H 6.681 -1.877 -3.432
H 4.452 -0.835 -3.400
H 4.757 0.879 -3.718
H 2.973 0.661 -2.064
H 4.377 1.442 -1.320
H 4.467 0.511 0.960
H 5.870 0.038 -0.044
H 4.994 -1.184 0.893
C 6.901 -0.526 -8.177
O 7.770 -1.318 -7.378
C 9.120 -0.863 -7.429
C 9.482 -0.056 -6.189
O 8.756 1.170 -6.136
C 7.658 1.109 -5.238
H 5.873 -0.775 -7.911
H 7.056 0.542 -8.011
H 7.058 -0.762 -9.233
H 9.302 -0.283 -8.341
H 9.755 -1.754 -7.466
H 10.543 0.204 -6.236
H 9.320 -0.644 -5.278
H 8.017 1.155 -4.207
H 7.062 0.203 -5.381
H 7.019 1.975 -5.424

HOMO = -10.17 eV
net charge = +1
multiplicity = 1

=====

This record from the OMol25 dataset describes a structure of composition C15H24Br2N2ORh. The level of theory is ωB97M-V/def2-TZVPD.

Cartesian coordinates (Å):
Rh -0.333 0.202 0.645
Br 2.032 0.911 1.445
C 2.219 2.088 -0.085
Br 0.677 1.869 -1.220
H 3.106 1.804 -0.632
H 2.248 3.107 0.270
C -1.982 3.236 3.431
C -1.997 2.868 1.945
C -1.640 4.066 1.063
C -3.320 2.263 1.526
C -4.496 2.940 1.754
C -5.725 2.417 1.359
C -5.797 1.170 0.740
C -4.663 0.433 0.488
C -4.745 -0.922 -0.180
C -5.016 -0.764 -1.680
C -5.792 -1.820 0.482
C -3.385 0.993 0.848
N -2.271 0.363 0.516
H -0.993 3.592 3.724
H -2.240 2.380 4.056
H -2.696 4.035 3.643
H -1.222 2.117 1.798
H -2.376 4.865 1.183
H -1.613 3.791 0.007
H -0.664 4.470 1.344
H -4.467 3.904 2.249
H -6.632 2.978 1.546
H -6.766 0.773 0.462
H -3.775 -1.403 -0.061
H -5.986 -0.290 -1.848
H -5.035 -1.740 -2.173
H -4.257 -0.144 -2.164
H -6.800 -1.426 0.335
H -5.619 -1.913 1.555
H -5.765 -2.820 0.043
C -0.100 -4.071 -0.832
C -0.481 -2.623 -0.843
N -1.532 -2.251 -1.584
O 0.170 -1.800 -0.184
H -0.729 -4.681 -1.478
H -0.170 -4.434 0.192
H 0.939 -4.161 -1.145
H -2.054 -2.913 -2.129
H -1.827 -1.287 -1.573

HOMO (spin up / spin down) = -10.71 / -11.86 eV
relative energy (zero: lowest compared OMol25 entry of this formula, charge and spin) = 6.2 kJ/mol
<S²> = 6.061
net charge = +1
multiplicity = 5

=====

This record from the OMol25 dataset describes a cluster of 13 separate species, H26O13 in total at a distorted geometry. The level of theory is ωB97M-V/def2-TZVPD.

Cartesian coordinates (Å):
O 0.003 -0.267 0.122
H -0.597 0.379 -0.266
H 0.902 -0.282 -0.323
O 1.086 0.020 2.659
H 0.865 0.147 1.693
H 0.485 0.602 3.128
O 1.817 -2.651 0.655
H 2.681 -2.658 0.318
H 1.753 -3.559 1.000
O 1.924 -0.501 -1.915
H 1.043 -0.531 -2.326
H 2.521 -0.131 -2.543
O -0.561 -0.707 -2.932
H -1.076 0.080 -2.949
H -0.085 -0.679 -3.823
O 4.281 -1.486 -0.099
H 3.753 -0.717 -0.114
H 4.536 -1.791 0.802
O -1.821 1.910 -0.481
H -2.730 1.518 -0.417
H -2.022 2.864 -0.610
O -1.544 -2.410 -0.030
H -1.057 -1.651 0.260
H -1.145 -3.049 0.555
O -1.289 3.493 1.729
H -2.081 3.864 2.086
H -1.584 2.661 1.392
O -3.633 0.051 0.153
H -3.053 0.150 0.872
H -4.169 0.836 0.237
O 3.384 1.497 -0.105
H 2.571 1.956 -0.061
H 3.282 0.971 0.707
O -1.758 1.674 -3.310
H -2.617 1.644 -3.740
H -1.939 1.788 -2.380
O -0.973 -1.830 3.155
H -0.157 -1.473 2.790
H -0.985 -1.743 4.120

HOMO = -9.74 eV
relative energy (zero: lowest compared OMol25 entry of this formula, charge and spin) = 265.1 kJ/mol
net charge = 0
multiplicity = 1